No. 1
{"formula": "C19H46O19", "method": "ωB97M-V with the def2-TZVPD basis set", "smiles": "COC(=O)OC.COC(=O)OC.COC(=O)OC.COC(=O)OC.COC(=O)OC.CO.CO.CO.CO", "multiplicity": 1, "energy_ev": -59348.8947, "lumo_energy_ev": 0.41, "gap_ev": 10.3, "homo_energy_ev": -9.8686, "species": ["O", "O", "O", "O", "O", "O", "O", "O", "O", "O", "O", "O", "O", "O", "O", "O", "O", "O", "O", "C", "C", "C", "C", "C", "C", "C", "C", "C", "C", "C", "C", "C", "C", "C", "C", "C", "C", "C", "H", "H", "H", "H", "H", "H", "H", "H", "H", "H", "H", "H", "H", "H", "H", "H", "H", "H", "H", "H", "H", "H", "H", "H", "H", "H", "H", "H", "H", "H", "H", "H", "H", "H", "H", "H", "H", "H", "H", "H", "H", "H", "H", "H", "H", "H"], "xyz": [[-1.861, -1.158, 1.832], [-0.060, -4.879, -0.268], [-1.556, -0.099, -0.094], [-6.013, -2.010, 1.237], [-0.197, -1.092, -2.598], [-1.977, 3.593, -1.846], [4.395, -0.930, -0.704], [1.185, -2.338, -3.814], [1.626, -0.596, 3.784], [-2.779, 1.563, -2.120], [-2.105, 2.710, -3.947], [1.861, 3.212, 0.918], [1.477, -0.221, -3.878], [3.362, -0.226, 2.419], [0.499, 3.051, 4.670], [-3.480, -1.054, 0.217], [5.164, 0.927, -0.002], [2.144, -1.967, 2.092], [2.915, 0.744, -0.183], [0.738, -1.191, -3.352], [5.120, 2.356, 0.130], [3.361, -1.672, -1.323], [-0.340, 0.366, 0.461], [-2.273, 2.590, -2.782], [-2.461, -2.109, 2.709], [-2.378, -0.819, 0.636], [1.032, 1.076, -3.606], [2.288, -0.874, 2.832], [4.036, 0.277, -0.330], [0.708, -3.552, -3.234], [-3.378, 0.489, -2.827], [-1.115, -3.915, -0.078], [1.066, 4.149, 0.184], [-7.243, -1.915, 0.583], [-1.371, 4.739, -2.378], [3.622, 0.971, 3.113], [1.208, -2.970, 2.583], [-0.027, 2.441, 3.498], [-5.223, -1.599, 0.802], [2.940, -1.188, -2.194], [1.081, 5.077, 0.768], [1.494, 4.303, -0.825], [0.343, 1.424, 3.426], [-3.104, -1.571, 3.390], [2.738, 1.560, 3.256], [0.252, 3.085, 2.647], [-3.156, -2.760, 2.151], [-7.950, -2.464, 1.177], [-2.601, 0.202, -3.578], [1.383, -3.908, 2.029], [4.625, 2.659, 1.014], [2.660, -1.880, -0.501], [0.180, -2.696, 2.404], [-7.829, -0.991, 0.498], [-0.437, -5.771, -0.083], [3.762, -2.650, -1.663], [-1.567, -3.989, 0.927], [4.397, 1.424, 2.513], [6.146, 2.672, 0.029], [1.615, 1.790, -4.185], [0.042, 3.806, 0.088], [-0.616, -2.912, -0.221], [1.145, 1.350, -2.574], [-1.339, 5.434, -1.509], [-1.103, 2.380, 3.603], [4.085, 0.826, 4.088], [-0.406, 4.495, -2.733], [0.849, -4.320, -3.982], [-0.024, 1.169, -3.868], [0.302, -0.459, 0.692], [-1.807, -2.675, 3.305], [0.291, 2.484, 5.426], [-0.462, 0.884, 1.395], [2.061, 2.491, 0.337], [1.290, -3.107, 3.672], [-1.838, -3.996, -0.873], [-0.358, -3.571, -3.027], [-1.894, 5.176, -3.236], [-7.220, -2.448, -0.360], [-4.285, 0.938, -3.266], [4.597, 2.827, -0.716], [0.085, 1.015, -0.275], [-3.565, -0.341, -2.144], [1.233, -3.847, -2.357]], "forces_ev_per_a": [[1.05, -0.17, -0.15], [-0.80, -0.85, 0.48], [-0.20, 0.06, 0.22], [1.10, 0.83, 0.36], [0.11, 0.64, 0.08], [-0.96, -2.23, -0.87], [0.28, 0.23, -0.80], [0.78, -0.76, -0.36], [-0.88, 0.44, 0.76], [0.42, 0.96, 1.44], [0.27, -0.02, -1.48], [-0.35, 0.90, 0.16], [0.41, -0.61, -0.17], [-0.22, -0.55, -0.22], [0.23, 0.05, 0.47], [-0.54, -0.80, 0.29], [-0.05, 0.05, -0.36], [-0.52, -1.08, -0.38], [0.84, -0.63, -1.05], [-0.73, -0.45, 0.38], [-0.18, -0.26, -1.68], [-0.51, -1.82, 0.79], [0.23, -0.17, 0.27], [-0.28, 0.89, 2.51], [-3.00, 0.67, -1.18], [-0.01, 0.30, 0.39], [-0.85, 1.27, -0.19], [0.65, -0.92, 0.16], [-0.03, 1.40, 1.43], [-0.83, -0.39, -0.79], [0.90, 0.42, -1.45], [1.44, 0.87, -0.03], [0.72, -0.08, 0.22], [-0.70, -0.73, -0.21], [-0.55, 1.08, 0.53], [1.10, 0.47, 0.35], [0.20, -0.14, 0.18], [-0.03, 0.38, 0.39], [-1.22, -0.27, 0.06], [-0.09, 0.40, 0.14], [-0.04, -0.10, -0.37], [-0.23, 0.19, 0.39], [0.24, -0.11, -0.46], [-0.17, 0.30, 0.29], [-0.35, 0.47, -0.25], [-0.09, -0.60, 0.37], [0.44, 0.08, 0.08], [-0.19, -0.77, 0.56], [-1.13, -0.19, 0.18], [0.30, 0.60, 0.26], [-0.25, 0.36, 0.97], [-0.42, 0.03, -0.75], [-0.18, 0.50, -0.29], [1.13, 0.71, -0.19], [0.48, 1.01, -0.26], [0.14, 0.76, 0.34], [0.12, 0.05, -0.52], [-0.18, 0.52, -0.10], [0.31, 0.08, 0.50], [0.06, -0.32, -0.22], [-0.31, -0.07, -0.07], [-0.59, -0.95, 0.35], [0.10, -0.15, 0.70], [0.15, -0.26, -0.86], [-0.52, 0.05, -0.33], [-0.20, -0.52, 0.17], [1.31, -0.09, -0.21], [0.32, -0.07, -0.29], [0.10, 0.11, -0.04], [0.62, -0.54, -0.23], [1.52, -0.44, 0.18], [0.11, 0.21, -0.32], [-0.45, 0.46, 0.29], [0.36, -0.93, -0.37], [0.36, 0.04, -0.43], [-0.60, -0.11, -0.11], [-0.09, 0.58, 0.12], [-0.30, -0.09, 0.33], [-0.02, 0.20, -0.55], [0.22, -0.85, -0.17], [-0.10, -0.37, 0.16], [0.30, 0.21, -0.38], [0.00, 0.46, 0.05], [0.54, 0.17, 0.78]]}

***

No. 2
{"formula": "C19H47BClInNP2", "method": "ωB97M-V with the def2-TZVPD basis set", "multiplicity": 1, "energy_ev": -58902.9542, "lumo_energy_ev": [2.52, 2.47], "gap_ev": [4.4, 2.6], "homo_energy_ev": [-1.9028, -0.1740], "total_charge": -1, "species": ["In", "Cl", "P", "P", "N", "C", "C", "C", "C", "C", "C", "C", "C", "C", "C", "C", "C", "C", "C", "C", "C", "C", "C", "C", "B", "H", "H", "H", "H", "H", "H", "H", "H", "H", "H", "H", "H", "H", "H", "H", "H", "H", "H", "H", "H", "H", "H", "H", "H", "H", "H", "H", "H", "H", "H", "H", "H", "H", "H", "H", "H", "H", "H", "H", "H", "H", "H", "H", "H", "H", "H", "H"], "xyz": [[-0.545, -0.711, 0.387], [-2.157, 0.253, 1.922], [-1.501, -0.251, -2.057], [1.783, -0.455, 1.755], [0.397, 1.589, 0.183], [-1.357, -1.804, -3.092], [-3.346, 0.004, -1.813], [1.528, 0.296, 3.453], [2.049, -2.297, 1.958], [-3.670, 1.417, -1.308], [0.035, 2.704, 0.485], [-1.565, 1.198, -4.543], [-2.522, -2.005, -4.064], [0.376, -0.386, 4.203], [-0.838, 1.073, -3.206], [3.398, 1.373, 0.185], [3.436, 0.164, 1.134], [-1.133, -3.077, -2.259], [-0.732, 2.481, -2.600], [1.288, 1.812, 3.408], [-3.905, -1.065, -0.855], [3.185, -2.640, 2.925], [4.411, 0.472, 2.270], [0.777, -3.123, 2.287], [-0.419, 4.114, 0.725], [0.503, 2.083, 2.685], [-0.290, -2.409, -0.010], [-1.226, 2.116, -5.046], [-4.945, -0.818, -0.586], [-3.581, 2.174, -2.098], [4.168, -2.377, 2.515], [-3.890, -2.078, -1.276], [4.410, 1.784, 0.054], [-3.339, -1.067, 0.094], [-1.038, 4.453, -0.260], [-2.223, -2.737, -4.827], [3.049, -2.148, 3.901], [0.497, 4.844, 0.918], [-1.345, -3.974, -2.861], [-2.811, -1.088, -4.589], [-0.177, -2.576, 2.185], [0.253, 2.921, -2.801], [2.773, 2.186, 0.586], [-3.813, -0.130, -2.801], [-1.358, 0.363, -5.220], [-1.799, -3.119, -1.384], [-0.094, -3.150, -1.917], [4.445, -0.309, 3.036], [-4.713, 1.441, -0.950], [0.152, 0.185, 5.117], [-0.436, -1.616, -3.672], [-3.032, 1.712, -0.460], [-0.544, -0.369, 3.594], [2.369, -2.569, 0.935], [-2.651, 1.297, -4.393], [2.474, 0.115, 3.989], [1.081, 1.470, -0.594], [0.719, -3.981, 1.601], [2.187, 2.391, 3.168], [0.189, 0.706, -3.392], [4.168, 1.434, 2.746], [-1.489, 3.180, -2.973], [3.800, -0.703, 0.554], [3.052, 1.110, -0.821], [0.802, -3.511, 3.318], [-3.405, -2.411, -3.550], [3.186, -3.726, 3.095], [5.421, 0.560, 1.841], [0.946, 2.127, 4.409], [-1.170, 4.021, 1.671], [-0.853, 2.474, -1.509], [0.606, -1.418, 4.493]], "forces_ev_per_a": [[0.99, 0.41, -0.75], [-0.58, 0.29, 0.44], [0.18, 0.07, 0.27], [-0.86, -0.55, -0.11], [-0.16, -1.89, -0.83], [0.07, 0.08, -0.12], [-0.05, -0.06, -0.57], [0.61, -0.22, 0.06], [0.45, 0.19, 0.27], [-0.03, 0.14, 0.22], [-0.03, 0.53, 0.03], [-0.08, -0.02, -0.40], [-0.10, -0.13, -0.23], [-0.21, 0.00, -0.09], [-0.06, 0.10, -0.31], [0.03, 0.32, 0.04], [0.04, -0.15, -0.05], [-0.13, -0.29, -0.19], [-0.10, 0.12, 0.97], [-0.31, 0.14, -0.02], [0.10, 0.05, 0.28], [0.03, -0.45, 0.04], [0.38, 0.02, 0.07], [-0.18, 0.01, 0.28], [-0.73, 0.38, 0.39], [0.23, -0.10, 0.40], [0.10, 0.58, 0.31], [-0.06, -0.22, 0.07], [0.24, -0.07, -0.19], [0.12, -0.17, 0.15], [-0.19, 0.03, 0.15], [0.05, 0.23, 0.01], [-0.09, -0.20, 0.15], [-0.30, -0.06, -0.41], [-0.11, 0.04, -0.20], [-0.10, 0.07, 0.15], [0.08, -0.15, -0.23], [0.56, 0.50, 0.18], [0.02, 0.26, -0.09], [0.00, -0.22, 0.13], [0.55, -0.26, 0.13], [-0.17, -0.08, -0.02], [0.25, -0.28, -0.17], [-0.02, 0.06, 0.24], [-0.16, 0.06, 0.10], [0.26, 0.01, -0.27], [-0.37, 0.10, 0.03], [0.00, 0.23, -0.11], [0.31, -0.01, -0.10], [0.14, -0.18, -0.19], [-0.26, -0.04, 0.14], [-0.18, -0.09, -0.24], [0.41, -0.11, 0.33], [-0.19, 0.12, 0.28], [0.24, -0.04, -0.10], [-0.28, 0.04, 0.08], [0.10, -0.14, -0.14], [-0.03, 0.25, 0.25], [-0.13, -0.15, -0.07], [-0.38, 0.01, 0.14], [0.06, -0.30, -0.08], [0.05, -0.29, -0.13], [-0.05, 0.20, 0.20], [-0.13, -0.04, 0.26], [0.17, 0.15, -0.24], [0.18, 0.15, -0.10], [0.11, 0.18, 0.06], [-0.17, 0.04, 0.17], [0.16, -0.02, -0.35], [-0.30, 0.55, 0.40], [0.04, 0.09, -0.65], [-0.02, 0.15, -0.12]]}

***

No. 3
{"formula": "C19H47BLi2NO6", "method": "ωB97M-V with the def2-TZVPD basis set", "multiplicity": 1, "energy_ev": -35320.8608, "lumo_energy_ev": -2.16, "gap_ev": 9.4, "homo_energy_ev": -11.5425, "total_charge": 1, "species": ["O", "O", "O", "O", "O", "O", "N", "C", "C", "C", "C", "C", "C", "C", "C", "C", "C", "C", "C", "C", "C", "C", "C", "C", "C", "C", "B", "Li", "Li", "H", "H", "H", "H", "H", "H", "H", "H", "H", "H", "H", "H", "H", "H", "H", "H", "H", "H", "H", "H", "H", "H", "H", "H", "H", "H", "H", "H", "H", "H", "H", "H", "H", "H", "H", "H", "H", "H", "H", "H", "H", "H", "H", "H", "H", "H", "H"], "xyz": [[-3.191, 1.485, -2.901], [-0.524, 4.290, 3.022], [0.368, -1.259, -3.150], [1.187, 2.049, 4.809], [0.415, -0.379, 0.101], [1.513, -3.758, 0.584], [0.497, 1.966, 2.116], [0.369, -4.499, 1.031], [-0.967, -3.127, -3.218], [-2.775, 2.160, -4.091], [0.729, 3.226, 1.371], [0.471, -2.654, -3.384], [0.437, -5.825, 0.279], [-0.843, -0.819, -3.805], [0.704, 4.384, 2.350], [0.793, 1.816, 6.150], [1.480, 0.872, 4.105], [-0.958, -0.563, 0.307], [2.447, -4.644, -0.082], [1.704, 1.298, 2.684], [-3.348, 3.568, -3.916], [-2.861, 2.411, -1.884], [-0.661, 5.237, 4.058], [1.950, -6.034, 0.213], [-3.318, 3.790, -2.404], [-1.670, -2.072, -4.094], [3.231, -1.438, -1.046], [1.502, -0.321, -1.603], [1.834, -1.831, 0.629], [-1.244, -1.623, 0.380], [0.095, 1.283, 1.447], [0.116, 5.129, 4.823], [-1.569, -2.395, -5.131], [-0.033, -6.682, 0.754], [2.991, -0.712, -0.136], [-1.680, 2.139, -4.160], [-3.194, 1.612, -4.933], [2.305, 0.276, 4.506], [2.460, -4.425, -1.151], [-3.309, 2.088, -0.943], [0.398, -4.681, 2.107], [3.461, -4.460, 0.272], [-0.580, 6.257, 3.663], [-1.539, -0.080, -0.488], [-1.339, -0.140, -3.107], [1.095, -3.122, -2.623], [2.350, -6.432, 1.147], [4.237, -2.061, -0.867], [-1.770, 2.395, -1.716], [3.327, -0.689, -1.967], [-0.529, -3.959, 0.736], [-0.633, -0.206, -4.686], [2.266, -6.750, -0.547], [-0.225, 2.126, 2.827], [-4.388, 3.523, -4.239], [-2.863, 4.271, -4.593], [0.603, 0.200, 4.160], [-2.650, 4.541, -1.980], [0.904, -2.905, -4.356], [2.544, 2.000, 2.660], [1.530, 4.247, 3.063], [2.291, -2.108, -1.210], [-1.643, 5.145, 4.513], [-1.301, -0.145, 1.279], [1.998, 0.609, 1.904], [-0.064, 3.353, 0.633], [1.618, 1.419, 6.746], [0.841, 5.327, 1.813], [-2.721, -1.874, -3.895], [-1.304, -3.054, -2.184], [0.448, 2.758, 6.567], [-4.310, 4.016, -2.018], [0.013, -5.677, -0.716], [-0.045, 1.109, 6.196], [1.672, 3.159, 0.833], [-1.144, -4.127, -3.613]], "forces_ev_per_a": [[0.36, 0.03, -0.03], [-0.24, -0.08, -0.12], [0.45, 0.36, -0.33], [0.24, 0.12, 0.05], [0.63, 0.13, 0.45], [0.17, 0.19, 0.30], [-0.67, -0.80, -0.61], [-0.48, -0.66, -0.38], [-0.41, 0.22, -1.00], [-0.45, -0.28, 0.16], [-0.07, 0.66, -0.10], [-0.19, -1.01, 1.05], [0.53, -0.09, 0.04], [-0.22, 0.68, 0.31], [0.45, -0.55, 0.12], [-0.26, -0.17, 0.16], [-0.98, -0.82, -0.16], [0.33, 0.02, 0.07], [0.45, -0.06, -0.05], [1.13, 0.95, -0.53], [-0.18, -0.27, -0.78], [0.01, -0.12, 0.31], [0.16, 0.75, 0.18], [0.09, -0.45, -0.39], [0.21, -0.28, 0.85], [0.16, 0.07, 0.10], [1.25, 0.18, -0.15], [-0.77, -0.43, 0.17], [-0.76, 0.07, -0.44], [-0.06, 0.01, -0.25], [0.29, -0.17, -0.10], [-0.03, -0.21, -0.04], [-0.04, 0.19, -0.07], [-0.33, 0.24, 0.14], [0.06, 0.65, 1.01], [0.02, 0.14, 0.01], [0.04, 0.07, -0.06], [0.28, 0.37, -0.01], [-0.22, 0.06, 0.00], [-0.24, 0.05, -0.12], [0.08, 0.30, 0.06], [-0.10, 0.16, 0.20], [-0.02, -0.09, -0.05], [-0.25, -0.15, 0.06], [-0.14, -0.19, 0.08], [0.23, 0.37, 0.00], [-0.16, 0.24, 0.17], [0.04, -0.07, 0.01], [0.03, 0.10, -0.15], [0.15, 0.33, -0.65], [0.01, 0.23, 0.31], [0.30, -0.32, -0.14], [-0.13, 0.11, -0.14], [0.24, 0.36, 0.17], [0.00, 0.07, 0.01], [0.19, 0.27, 0.43], [0.06, 0.01, -0.05], [0.06, 0.22, -0.51], [-0.19, 0.24, -0.15], [-0.33, 0.34, 0.25], [-0.02, 0.24, 0.01], [-0.89, -0.76, -0.22], [-0.02, -0.26, -0.07], [-0.09, 0.08, -0.12], [-0.15, -0.94, 0.36], [-0.11, -0.17, 0.09], [0.03, 0.06, -0.02], [-0.11, 0.05, 0.07], [-0.03, -0.24, 0.12], [0.20, -0.07, 0.09], [0.16, 0.07, -0.03], [-0.04, 0.01, -0.10], [0.07, -0.18, -0.06], [0.07, -0.02, -0.06], [0.06, -0.08, 0.09], [0.05, -0.06, 0.19]]}